[1]
{"formula": "C15H16Cl32N3O2", "method": "ωB97M-V with the def2-TZVPD basis set", "symbols": ["C", "C", "O", "C", "O", "C", "C", "C", "N", "C", "N", "N", "H", "H", "H", "H", "H", "H", "H", "H", "H", "H", "H", "H", "H", "H", "H", "H", "C", "Cl", "Cl", "Cl", "Cl", "C", "Cl", "Cl", "Cl", "Cl", "C", "Cl", "Cl", "Cl", "Cl", "C", "Cl", "Cl", "Cl", "Cl", "C", "Cl", "Cl", "Cl", "Cl", "C", "Cl", "Cl", "Cl", "Cl", "C", "Cl", "Cl", "Cl", "Cl", "C", "Cl", "Cl", "Cl", "Cl"], "positions_angstrom": [[1.910, -2.424, 0.318], [1.214, -1.518, -0.706], [0.316, -0.600, -0.043], [-0.626, -0.050, -0.831], [-0.539, -0.024, -2.028], [-1.803, 0.483, -0.070], [-2.877, -0.614, 0.036], [-2.416, -1.753, 0.950], [-2.701, -3.128, 0.497], [-2.147, -3.705, -0.571], [-1.582, -4.899, -0.474], [-2.080, -3.135, -1.848], [1.578, -2.177, 1.323], [1.719, -3.468, 0.088], [2.973, -2.225, 0.238], [1.953, -0.925, -1.238], [0.684, -2.093, -1.462], [-1.517, 0.809, 0.927], [-2.222, 1.311, -0.633], [-3.757, -0.151, 0.475], [-3.174, -0.952, -0.949], [-2.887, -1.633, 1.919], [-1.346, -1.696, 1.115], [-3.296, -3.702, 1.077], [-1.545, -5.438, -1.331], [-1.769, -5.451, 0.356], [-1.366, -2.402, -1.905], [-2.959, -2.652, -2.023], [-7.284, -1.293, -0.348], [-6.974, 0.371, 0.131], [-8.289, -2.092, 0.850], [-8.067, -1.336, -1.921], [-5.718, -2.149, -0.458], [6.049, -0.217, 1.009], [6.734, 0.347, 2.529], [6.116, -1.985, 0.947], [4.352, 0.277, 0.897], [6.944, 0.460, -0.344], [5.955, -4.857, -2.858], [4.297, -5.432, -3.105], [7.027, -6.237, -2.637], [6.465, -3.924, -4.262], [6.006, -3.825, -1.421], [8.860, 4.277, 0.590], [10.028, 2.952, 0.703], [7.241, 3.637, 0.884], [9.232, 5.494, 1.806], [8.936, 4.986, -1.023], [0.907, -2.380, 4.846], [0.207, -1.546, 6.226], [1.709, -3.853, 5.377], [-0.395, -2.813, 3.710], [2.066, -1.331, 4.033], [-8.282, 4.002, -2.250], [-7.387, 4.448, -0.789], [-8.244, 2.242, -2.429], [-9.951, 4.542, -2.105], [-7.532, 4.755, -3.654], [-9.981, 7.551, -5.495], [-9.864, 8.005, -3.792], [-10.754, 8.848, -6.401], [-8.359, 7.267, -6.136], [-10.933, 6.071, -5.643], [9.830, 3.788, 5.866], [10.969, 5.133, 5.943], [8.244, 4.328, 6.426], [9.702, 3.230, 4.197], [10.401, 2.471, 6.894]], "atomic_forces_ev_per_a": [[-0.2, 0.6, -0.5], [0.7, 0.1, 0.0], [-0.5, -0.6, 0.2], [0.4, 0.5, 0.3], [-0.2, -0.5, -0.5], [-0.2, -0.2, 0.0], [0.1, 0.5, 0.4], [-0.3, 0.2, -0.3], [-0.5, -0.3, -0.4], [0.4, 0.1, 0.0], [-1.3, -0.5, -0.2], [0.0, 0.7, 0.7], [0.0, -0.1, 0.1], [0.0, -0.1, 0.2], [0.1, -0.3, 0.3], [0.0, 0.1, -0.1], [-0.2, 0.1, 0.0], [0.1, 0.1, 0.0], [0.1, 0.2, 0.0], [-0.2, 0.0, -0.1], [0.1, 0.0, -0.1], [-0.1, -0.2, 0.1], [0.2, 0.0, 0.0], [0.4, -0.2, 0.4], [0.3, 0.1, -0.1], [0.5, 0.2, 0.2], [0.2, -0.3, -0.4], [0.0, 0.0, 0.0], [-0.1, 0.1, 0.0], [0.0, 0.0, 0.1], [0.0, 0.0, 0.0], [0.0, 0.0, 0.0], [0.0, -0.2, 0.0], [0.1, 0.0, 0.0], [0.0, 0.0, 0.0], [0.1, 0.1, 0.3], [-0.1, 0.1, 0.0], [0.0, -0.2, -0.1], [0.0, 0.0, 0.0], [0.0, 0.0, 0.0], [0.0, 0.0, 0.0], [0.0, 0.0, 0.0], [0.0, -0.1, -0.3], [0.0, 0.0, 0.0], [0.0, 0.0, 0.0], [-0.1, 0.1, 0.0], [0.0, 0.2, -0.2], [0.0, 0.0, 0.0], [0.1, 0.0, 0.1], [0.0, 0.0, 0.0], [0.0, 0.0, 0.0], [-0.1, 0.0, -0.1], [0.0, 0.0, 0.0], [0.0, 0.0, 0.0], [0.0, 0.0, 0.0], [0.0, 0.0, -0.1], [0.0, 0.0, 0.0], [0.0, 0.0, 0.0], [0.0, 0.0, 0.0], [0.0, 0.0, 0.0], [0.0, 0.0, 0.0], [0.1, 0.0, -0.1], [0.0, 0.0, 0.0], [0.0, 0.0, 0.0], [0.0, 0.0, 0.0], [0.0, 0.0, 0.0], [0.0, -0.2, 0.1], [0.0, 0.0, 0.0]], "de_lowest_kj_mol": 0.0, "total_charge": 1, "energy_ev": -425088.947, "orbital_gap_ev": 8.48}


[2]
{"formula": "C4H3N", "method": "ωB97M-V with the def2-TZVPD basis set", "symbols": ["C", "N", "C", "C", "C", "H", "H", "H"], "positions_angstrom": [[0.256, 1.410, -0.224], [0.645, -1.040, 0.191], [0.809, 0.223, -0.105], [-0.951, 0.661, -0.227], [-1.011, -0.617, 0.145], [1.386, -1.597, 0.622], [0.488, 2.444, -0.375], [-1.622, -1.483, -0.026]], "atomic_forces_ev_per_a": [[0.7, -0.1, -0.3], [-2.0, 0.1, -0.2], [-0.5, 1.3, 0.5], [0.1, 0.3, -0.1], [2.4, -2.1, 0.3], [-0.5, 0.3, -0.2], [0.1, 0.0, -0.1], [-0.2, 0.1, 0.1]], "de_lowest_kj_mol": 469.9, "energy_ev": -5679.638, "orbital_gap_ev": [8.46, 8.46]}


[3]
{"formula": "C19H52O7", "method": "ωB97M-V with the def2-TZVPD basis set", "symbols": ["C", "C", "C", "O", "H", "H", "H", "H", "H", "H", "H", "H", "C", "C", "C", "O", "H", "H", "H", "H", "H", "H", "H", "H", "C", "C", "C", "O", "H", "H", "H", "H", "H", "H", "H", "H", "C", "C", "C", "O", "H", "H", "H", "H", "H", "H", "H", "H", "C", "C", "C", "O", "H", "H", "H", "H", "H", "H", "H", "H", "C", "C", "C", "O", "H", "H", "H", "H", "H", "H", "H", "H", "C", "O", "H", "H", "H", "H"], "positions_angstrom": [[-0.870, -20.497, 7.700], [0.216, -21.288, 7.009], [0.877, -20.490, 5.901], [1.207, -21.716, 7.954], [-1.384, -21.092, 8.454], [-1.640, -20.189, 6.986], [-0.463, -19.587, 8.150], [-0.231, -22.202, 6.613], [1.388, -19.630, 6.347], [0.155, -20.131, 5.166], [1.623, -21.098, 5.390], [1.484, -20.942, 8.458], [6.648, -22.986, 1.622], [7.233, -24.052, 0.703], [7.349, -25.382, 1.403], [6.416, -24.171, -0.465], [7.237, -22.825, 2.528], [5.626, -23.245, 1.913], [6.608, -22.036, 1.083], [8.208, -23.710, 0.352], [7.938, -25.262, 2.323], [7.898, -26.112, 0.808], [6.368, -25.776, 1.666], [5.495, -24.194, -0.168], [2.775, -26.955, 1.194], [2.861, -25.754, 0.287], [1.517, -25.061, 0.116], [3.839, -24.831, 0.751], [2.092, -27.693, 0.762], [2.422, -26.701, 2.195], [3.752, -27.429, 1.287], [3.207, -26.063, -0.702], [1.135, -24.701, 1.075], [0.772, -25.742, -0.309], [1.588, -24.224, -0.580], [3.536, -24.350, 1.540], [-0.561, -19.823, 1.283], [-1.708, -20.773, 1.564], [-1.384, -22.174, 1.108], [-1.976, -20.853, 2.970], [-0.411, -19.709, 0.209], [0.364, -20.185, 1.735], [-0.766, -18.831, 1.700], [-2.599, -20.392, 1.050], [-1.197, -22.225, 0.034], [-2.169, -22.881, 1.368], [-0.454, -22.489, 1.590], [-1.942, -19.960, 3.325], [3.268, -20.390, 2.482], [4.475, -20.317, 3.381], [4.546, -19.005, 4.138], [4.317, -21.397, 4.327], [2.348, -20.376, 3.075], [3.278, -21.247, 1.811], [3.172, -19.486, 1.871], [5.394, -20.465, 2.807], [3.631, -18.861, 4.719], [4.652, -18.149, 3.471], [5.372, -19.011, 4.853], [5.076, -21.420, 4.919], [3.370, -26.089, 9.329], [3.011, -24.735, 8.759], [2.566, -24.805, 7.304], [1.971, -24.182, 9.555], [3.908, -25.974, 10.270], [4.015, -26.635, 8.638], [2.473, -26.691, 9.478], [3.894, -24.082, 8.832], [1.635, -25.380, 7.283], [3.308, -25.259, 6.651], [2.313, -23.798, 6.969], [1.799, -23.292, 9.219], [1.885, -23.809, 3.703], [3.172, -23.630, 3.131], [1.117, -23.250, 3.155], [1.617, -24.865, 3.684], [1.867, -23.468, 4.739], [3.538, -22.825, 3.531]], "atomic_forces_ev_per_a": [[-0.4, 0.1, -0.1], [-0.1, 0.1, 0.0], [0.2, -0.1, 0.0], [0.0, -0.1, 0.1], [0.2, 0.0, 0.1], [0.1, 0.0, 0.0], [0.0, 0.0, 0.1], [0.2, -0.1, 0.0], [0.0, 0.0, -0.1], [-0.1, 0.0, 0.0], [0.0, 0.0, 0.0], [0.0, 0.0, 0.0], [0.0, 0.4, -0.1], [-0.6, 0.2, -0.2], [0.7, -0.2, 0.5], [0.4, 0.3, 0.0], [0.0, -0.2, 0.0], [0.1, -0.1, 0.1], [0.0, 0.0, 0.0], [0.1, -0.1, 0.0], [-0.2, 0.0, 0.0], [-0.2, 0.0, -0.2], [-0.1, 0.0, 0.0], [-0.1, -0.3, 0.1], [0.0, -0.5, -0.1], [-0.1, 0.6, 0.0], [-0.3, -0.1, -0.2], [0.3, 0.1, -0.4], [0.0, 0.0, 0.1], [0.0, 0.1, 0.0], [0.0, 0.0, 0.0], [0.1, -0.1, 0.1], [0.0, 0.0, 0.0], [0.1, -0.1, 0.1], [0.1, 0.1, 0.1], [-0.2, -0.1, 0.2], [0.1, 0.2, 0.1], [0.0, 0.1, 0.0], [0.3, -0.2, 0.0], [0.1, 0.0, -0.1], [0.0, 0.0, 0.0], [0.0, -0.1, 0.0], [0.0, 0.0, -0.1], [-0.1, -0.1, 0.0], [-0.2, 0.1, 0.0], [0.0, 0.0, 0.0], [-0.1, -0.1, 0.1], [-0.1, 0.0, 0.0], [-0.5, 0.6, -0.4], [-0.1, 0.1, 0.3], [-0.1, 0.1, 0.3], [0.1, 0.0, -0.2], [0.1, -0.3, 0.1], [0.0, -0.1, 0.1], [0.3, -0.1, -0.1], [0.0, -0.1, 0.0], [0.0, -0.1, -0.1], [0.1, -0.1, -0.1], [0.1, 0.1, -0.1], [0.0, -0.1, 0.0], [0.1, -0.1, -0.1], [0.3, 0.2, -0.2], [-0.5, 0.1, 0.4], [0.1, 0.1, 0.1], [-0.2, -0.1, 0.1], [0.1, 0.1, 0.0], [0.0, 0.1, 0.1], [0.0, -0.1, -0.1], [0.1, -0.1, -0.2], [0.0, 0.0, 0.0], [0.2, 0.0, -0.1], [-0.2, -0.1, -0.1], [-0.2, 0.1, 0.0], [-0.3, 0.0, 0.2], [0.1, 0.0, 0.0], [0.1, 0.0, 0.0], [0.0, -0.1, 0.0], [0.3, 0.0, 0.0]], "de_lowest_kj_mol": 0.0, "energy_ev": -34878.936, "orbital_gap_ev": 9.80}


[4]
{"formula": "C38H29F10IrN6O2S2Se", "method": "ωB97M-V with the def2-TZVPD basis set", "symbols": ["Ir", "C", "N", "C", "C", "N", "C", "C", "F", "C", "F", "C", "F", "C", "F", "C", "F", "C", "C", "N", "C", "C", "F", "C", "F", "C", "F", "C", "F", "C", "F", "H", "H", "H", "H", "H", "H", "H", "H", "H", "H", "H", "C", "N", "C", "Se", "N", "C", "C", "C", "C", "C", "C", "H", "H", "H", "H", "H", "H", "H", "H", "C", "C", "O", "S", "C", "C", "C", "C", "C", "C", "C", "C", "H", "H", "H", "H", "H", "H", "H", "S", "C", "N", "C", "C", "O", "H", "H", "H"], "positions_angstrom": [[-1.137, -0.113, 1.462], [0.517, 0.267, 4.223], [0.862, 0.150, 2.808], [1.677, -1.043, 2.540], [0.916, -2.366, 2.600], [-0.098, -2.406, 1.546], [-1.057, -3.438, 1.546], [-2.238, -3.261, 0.783], [-2.421, -2.061, 0.176], [-3.193, -4.232, 0.632], [-4.285, -4.006, -0.118], [-3.031, -5.480, 1.272], [-3.968, -6.445, 1.149], [-1.879, -5.695, 2.028], [-1.703, -6.879, 2.644], [-0.915, -4.719, 2.147], [0.187, -5.002, 2.886], [1.640, 1.311, 2.346], [1.024, 2.678, 2.606], [-0.161, 2.927, 1.807], [-0.953, 4.062, 2.084], [-2.278, 3.885, 2.573], [-2.597, 2.668, 3.066], [-3.203, 4.894, 2.534], [-4.459, 4.698, 2.975], [-2.831, 6.163, 2.054], [-3.739, 7.165, 1.994], [-1.502, 6.385, 1.629], [-1.129, 7.623, 1.240], [-0.601, 5.352, 1.626], [0.665, 5.555, 1.197], [1.398, 0.513, 4.829], [0.088, -0.665, 4.584], [-0.240, 1.037, 4.357], [2.527, -1.093, 3.237], [2.072, -0.940, 1.526], [0.410, -2.501, 3.556], [1.648, -3.177, 2.482], [1.780, 1.199, 1.267], [2.631, 1.304, 2.826], [1.770, 3.439, 2.344], [0.775, 2.815, 3.666], [5.326, -1.310, -1.181], [5.108, -0.280, -2.152], [3.936, 0.392, -2.331], [2.392, 0.116, -1.417], [4.115, 1.250, -3.373], [5.393, 1.139, -3.860], [6.060, 1.765, -4.902], [7.387, 1.392, -5.112], [8.019, 0.451, -4.318], [7.354, -0.192, -3.275], [6.028, 0.164, -3.071], [4.396, -1.459, -0.631], [6.118, -1.022, -0.485], [5.596, -2.244, -1.678], [3.402, 1.891, -3.678], [5.579, 2.507, -5.520], [7.929, 1.846, -5.930], [9.049, 0.189, -4.522], [7.836, -0.933, -2.656], [-5.766, -1.855, -2.463], [-6.147, -1.242, -3.767], [-7.017, -1.628, -4.498], [-5.183, 0.170, -4.307], [-4.143, 0.613, -2.922], [-2.773, 0.379, -2.982], [-1.971, 0.747, -1.924], [-2.539, 1.351, -0.792], [-3.914, 1.618, -0.761], [-4.706, 1.262, -1.829], [-1.726, 1.644, 0.329], [-0.752, 2.004, 1.054], [-6.405, -2.716, -2.276], [-5.864, -1.144, -1.645], [-4.727, -2.180, -2.494], [-2.341, -0.101, -3.848], [-0.911, 0.542, -1.928], [-4.345, 2.094, 0.106], [-5.767, 1.465, -1.813], [-2.689, -0.795, 3.230], [-3.986, -0.500, 2.255], [-4.936, -0.312, 1.626], [0.909, -3.376, -0.573], [0.382, -2.208, 0.199], [0.181, -1.062, -0.294], [0.118, -4.059, -0.891], [1.615, -3.944, 0.033], [1.407, -2.994, -1.460]], "atomic_forces_ev_per_a": [[1.0, 0.8, 0.1], [-0.1, 0.0, 0.0], [-0.2, -0.1, 0.0], [-0.2, -0.4, -0.1], [0.2, 0.2, 0.2], [-0.4, -0.3, -0.2], [-0.5, -1.1, 0.3], [0.7, 0.8, 0.2], [-0.2, -1.1, 0.0], [-0.5, -0.9, 0.1], [0.4, -0.1, 0.3], [0.1, 0.4, -0.1], [0.5, 0.5, 0.0], [-0.8, -0.5, -0.2], [0.0, 0.3, -0.2], [0.4, 1.3, -0.2], [-0.4, 0.0, -0.2], [-0.1, 0.4, -0.3], [0.1, -0.2, 0.0], [-0.2, 0.1, -0.1], [-0.3, 1.0, 0.8], [0.6, -0.2, -0.8], [-0.1, 0.3, 0.4], [0.1, 0.6, -0.3], [0.1, 0.1, 0.1], [0.5, -0.2, 0.5], [0.1, -0.2, -0.3], [-0.5, -0.2, -0.1], [-0.1, 0.0, 0.1], [-0.6, -0.6, -0.1], [0.1, 0.2, 0.2], [0.1, 0.0, 0.0], [0.0, 0.0, 0.0], [0.0, 0.0, 0.0], [0.0, 0.0, 0.0], [0.1, 0.0, 0.0], [0.0, -0.1, 0.1], [-0.1, 0.1, 0.1], [0.1, -0.1, 0.1], [-0.1, -0.1, 0.0], [0.0, -0.1, 0.1], [0.0, 0.0, -0.1], [0.1, -0.3, 0.3], [-0.3, 0.5, -0.2], [-0.7, -0.1, 0.4], [-0.1, 0.0, 0.0], [0.1, -0.1, 0.2], [0.7, 0.0, -0.3], [0.2, -0.3, 0.3], [-0.3, 0.3, -0.2], [0.1, -0.4, 0.2], [-0.3, 0.3, -0.2], [0.7, 0.2, -0.5], [0.1, 0.1, -0.1], [0.0, 0.0, -0.1], [0.0, 0.0, 0.0], [0.0, -0.1, 0.1], [-0.1, 0.1, -0.1], [0.1, 0.0, 0.0], [0.0, 0.0, 0.0], [0.1, -0.1, 0.0], [-0.2, -0.4, 0.3], [0.4, 0.3, 0.1], [-0.2, -0.2, -0.1], [0.1, 0.2, -0.1], [-0.4, -0.1, -0.4], [-0.2, -0.1, 0.0], [-0.1, 0.2, 0.2], [-0.4, 0.0, -0.7], [0.1, -0.1, 0.0], [0.1, -0.1, -0.1], [-0.4, -0.2, 0.3], [1.0, -1.1, 0.2], [0.0, 0.0, 0.0], [0.1, 0.0, 0.0], [0.1, 0.1, 0.0], [0.0, -0.1, -0.1], [0.1, -0.1, 0.0], [0.0, 0.0, 0.1], [-0.1, 0.0, 0.0], [1.2, -0.1, 0.3], [-0.9, 0.0, -0.1], [-0.3, 0.1, -0.3], [-0.2, 0.5, 0.3], [1.1, -1.4, 0.5], [-1.0, 2.0, -0.4], [-0.2, -0.3, -0.2], [0.1, -0.2, 0.0], [0.1, 0.0, 0.0]], "de_lowest_kj_mol": 108.0, "total_charge": -1, "energy_ev": -169936.775, "multiplicity": 6, "orbital_gap_ev": [3.25, 7.39]}


[5]
{"formula": "C4H11NO3", "method": "ωB97M-V with the def2-TZVPD basis set", "symbols": ["C", "N", "C", "O", "C", "C", "O", "H", "H", "H", "H", "H", "H", "H", "H", "H", "O", "H", "H"], "positions_angstrom": [[1.165, -0.691, 2.531], [0.699, 0.339, 1.601], [0.653, 0.067, 0.242], [1.389, -0.767, -0.242], [-0.297, 0.969, -0.571], [-1.591, 0.207, -0.940], [-2.756, 0.807, -0.414], [1.642, -0.171, 3.375], [0.337, -1.254, 2.930], [1.968, -1.295, 2.114], [-0.038, 0.939, 1.935], [0.231, 1.396, -1.428], [-0.561, 1.822, 0.057], [-1.579, -0.772, -0.459], [-1.676, 0.213, -2.033], [-2.953, 1.692, -0.748], [0.918, -1.493, -2.836], [1.114, -1.288, -1.894], [1.334, -0.720, -3.221]], "atomic_forces_ev_per_a": [[0.8, 1.3, 0.7], [-0.4, -0.8, -1.1], [0.1, 1.4, 0.8], [0.0, -0.5, -0.3], [0.5, -0.2, 0.8], [0.1, 1.0, -0.4], [-0.6, 0.2, 0.8], [-0.2, -0.1, -0.1], [-0.2, -0.5, -0.1], [-0.5, -0.1, -0.4], [0.0, 0.0, 0.1], [0.0, -0.4, 0.0], [-0.1, 0.0, 0.0], [0.0, -0.1, -0.6], [0.1, -0.8, 0.2], [0.4, -0.3, -0.2], [0.1, 0.4, 0.6], [-0.2, -0.5, -0.2], [0.1, 0.1, -0.7]], "de_lowest_kj_mol": 111.6, "energy_ev": -11958.953, "orbital_gap_ev": 10.71}